{
  "formula": "C35H27IO6",
  "method": "ωB97M-V/def2-TZVPD",
  "smiles": "O=C1c2ccccc2C(=O)c2ccccc21.O=C1c2ccccc2C(=O)c2ccccc21.CC[C@@H](I)[C@H]1CCOC1=O",
  "total_charge": 0,
  "multiplicity": 1,
  "e_tot_ha": -2099.12463,
  "elements": ["O", "C", "C", "C", "C", "C", "C", "C", "C", "O", "C", "C", "C", "C", "C", "C", "H", "H", "H", "H", "H", "H", "H", "H", "O", "C", "C", "C", "C", "C", "C", "C", "C", "O", "C", "C", "C", "C", "C", "C", "H", "H", "H", "H", "H", "H", "H", "H", "C", "C", "C", "I", "C", "C", "C", "O", "C", "O", "H", "H", "H", "H", "H", "H", "H", "H", "H", "H", "H"],
  "xyz": [[1.063, -3.448, -1.484], [0.494, -3.631, -0.426], [1.042, -4.575, 0.586], [2.231, -5.241, 0.316], [2.771, -6.098, 1.260], [2.127, -6.292, 2.477], [0.937, -5.639, 2.747], [0.387, -4.782, 1.803], [-0.902, -4.098, 2.106], [-1.495, -4.316, 3.141], [-1.437, -3.137, 1.101], [-2.617, -2.456, 1.375], [-3.113, -1.540, 0.465], [-2.435, -1.296, -0.724], [-1.266, -1.980, -1.007], [-0.762, -2.903, -0.099], [2.726, -5.082, -0.631], [3.698, -6.614, 1.049], [2.556, -6.955, 3.216], [0.428, -5.788, 3.689], [-3.136, -2.647, 2.303], [-4.029, -1.005, 0.680], [-2.829, -0.573, -1.420], [-0.732, -1.803, -1.932], [3.674, 0.445, 3.356], [3.046, 1.396, 2.941], [2.005, 1.230, 1.889], [1.738, -0.041, 1.395], [0.753, -0.219, 0.440], [0.028, 0.873, -0.026], [0.298, 2.143, 0.451], [1.289, 2.328, 1.406], [1.576, 3.706, 1.895], [0.992, 4.666, 1.438], [2.602, 3.870, 2.964], [2.863, 5.140, 3.461], [3.794, 5.308, 4.471], [4.469, 4.207, 4.989], [4.220, 2.941, 4.490], [3.290, 2.767, 3.474], [2.304, -0.885, 1.765], [0.547, -1.209, 0.054], [-0.753, 0.732, -0.758], [-0.258, 2.997, 0.090], [2.331, 5.989, 3.055], [3.994, 6.297, 4.859], [5.192, 4.341, 5.783], [4.744, 2.082, 4.884], [0.599, 1.148, -3.391], [-0.904, 0.928, -3.632], [-1.662, 2.240, -3.756], [-1.079, 3.200, -5.622], [-3.170, 2.101, -3.783], [-3.824, 1.147, -4.777], [-5.212, 1.181, -4.181], [-4.912, 0.872, -2.793], [-3.778, 1.572, -2.488], [-3.375, 1.677, -1.351], [0.763, 2.162, -3.041], [1.119, 1.056, -4.338], [1.004, 0.451, -2.672], [-1.045, 0.359, -4.545], [-1.339, 0.384, -2.796], [-1.364, 2.935, -2.981], [-3.557, 3.098, -3.987], [-3.741, 1.364, -5.834], [-3.430, 0.146, -4.614], [-5.560, 2.212, -4.157], [-5.977, 0.562, -4.623]],
  "nbo_charge": [-0.53, 0.51, -0.06, -0.17, -0.19, -0.19, -0.16, -0.14, 0.54, -0.52, -0.14, -0.15, -0.18, -0.19, -0.20, -0.07, 0.24, 0.22, 0.22, 0.24, 0.24, 0.23, 0.22, 0.24, -0.53, 0.54, -0.15, -0.17, -0.13, -0.21, -0.18, -0.06, 0.54, -0.53, -0.15, -0.15, -0.19, -0.19, -0.18, -0.05, 0.24, 0.20, 0.22, 0.24, 0.24, 0.22, 0.22, 0.24, -0.61, -0.45, -0.23, 0.05, -0.39, -0.43, -0.07, -0.49, 0.80, -0.57, 0.21, 0.22, 0.22, 0.21, 0.21, 0.23, 0.25, 0.24, 0.21, 0.17, 0.21]
}



{
  "formula": "C35H28Cl3GaN9O3S2",
  "method": "ωB97M-V/def2-TZVPD",
  "de_lowest_kcal_mol": 0.0,
  "total_charge": 1,
  "multiplicity": 1,
  "elements": ["Ga", "C", "C", "C", "C", "C", "N", "C", "C", "C", "C", "C", "C", "C", "N", "C", "C", "C", "N", "C", "C", "N", "C", "C", "C", "N", "H", "H", "H", "H", "H", "H", "H", "H", "H", "H", "H", "H", "H", "H", "H", "H", "H", "H", "O", "S", "O", "N", "C", "S", "C", "C", "C", "C", "C", "C", "H", "H", "H", "H", "N", "C", "O", "C", "C", "C", "C", "N", "C", "H", "H", "H", "H", "H", "H", "Cl", "C", "Cl", "Cl", "C", "N"],
  "xyz": [[0.142, 0.491, 0.226], [2.585, -2.834, -4.994], [2.478, -2.064, -3.707], [3.197, -0.890, -3.492], [3.059, -0.163, -2.326], [2.225, -0.583, -1.283], [2.021, 0.204, -0.136], [3.120, 0.951, 0.305], [4.356, 0.315, 0.493], [5.466, 0.986, 0.955], [5.394, 2.336, 1.298], [6.579, 3.063, 1.871], [4.178, 2.972, 1.134], [3.062, 2.311, 0.617], [1.874, 3.083, 0.424], [1.808, 4.429, 0.334], [0.492, 4.801, 0.450], [-0.203, 3.601, 0.607], [0.634, 2.568, 0.576], [1.519, -1.772, -1.506], [1.627, -2.480, -2.697], [0.668, -2.314, -0.497], [0.478, -3.612, -0.203], [-0.438, -3.684, 0.825], [-0.753, -2.360, 1.111], [-0.086, -1.539, 0.305], [3.410, -2.468, -5.602], [1.670, -2.742, -5.582], [2.750, -3.896, -4.808], [3.858, -0.523, -4.267], [3.609, 0.762, -2.205], [4.418, -0.740, 0.258], [6.400, 0.451, 1.076], [7.513, 2.646, 1.495], [6.598, 2.982, 2.959], [6.557, 4.123, 1.619], [4.090, 4.009, 1.431], [2.696, 5.018, 0.188], [0.090, 5.797, 0.415], [-1.259, 3.442, 0.737], [1.018, -3.365, -2.836], [1.029, -4.374, -0.725], [-0.808, -4.569, 1.311], [-1.434, -1.974, 1.848], [-3.291, 2.574, 1.593], [-3.447, 1.540, 0.601], [-4.148, 0.357, 1.010], [-1.950, 1.147, -0.011], [-1.895, 1.333, -1.323], [-0.476, 0.919, -2.099], [-3.113, 1.923, -1.908], [-3.357, 2.289, -3.219], [-4.579, 2.882, -3.511], [-5.526, 3.108, -2.515], [-5.285, 2.740, -1.195], [-4.070, 2.147, -0.931], [-2.613, 2.117, -3.986], [-4.800, 3.179, -4.527], [-6.464, 3.580, -2.772], [-6.018, 2.912, -0.419], [-3.716, 0.949, 4.397], [-2.682, 0.354, 5.029], [-2.768, -0.228, 6.090], [-1.352, 0.444, 4.328], [-0.188, 0.520, 5.081], [1.030, 0.584, 4.426], [1.048, 0.565, 3.044], [-0.072, 0.470, 2.317], [-1.244, 0.397, 2.952], [-4.622, 0.898, 4.833], [-3.606, 1.512, 3.568], [-0.259, 0.518, 6.161], [1.961, 0.648, 4.970], [1.980, 0.622, 2.496], [-2.126, 0.261, 2.342], [-4.338, -2.728, 1.796], [-5.074, -2.765, 0.183], [-6.595, -1.869, 0.187], [-5.358, -4.444, -0.303], [-4.169, -2.157, -0.796], [-3.442, -1.701, -1.556]],
  "mulliken_charge": [1.72, -1.57, 0.53, -1.34, -0.17, -0.22, 0.36, -0.47, -0.24, -0.99, 0.19, -1.60, -0.48, 0.95, -0.14, -0.11, -1.52, -0.04, 0.25, 0.34, -0.49, 0.18, -0.08, -1.55, -0.19, 0.31, 0.37, 0.32, 0.36, 0.36, 0.56, 0.52, 0.42, 0.40, 0.28, 0.38, 0.57, 0.52, 0.47, 0.49, 0.61, 0.56, 0.51, 0.45, -0.72, 0.91, -0.50, 0.11, 0.66, -0.88, -0.01, -0.69, -0.65, -0.66, -0.68, 0.18, 0.52, 0.44, 0.43, 0.55, -0.23, 0.10, -0.63, -0.38, -0.50, -1.24, 0.20, 0.31, 0.02, 0.23, 0.21, 0.52, 0.54, 0.44, 0.74, -0.09, 0.78, -0.10, -0.10, -0.28, -0.31]
}



{
  "formula": "C35H28ClIrN7O4S",
  "method": "ωB97M-V/def2-TZVPD",
  "de_lowest_kcal_mol": 0.0,
  "total_charge": 2,
  "multiplicity": 6,
  "elements": ["Ir", "C", "C", "N", "C", "C", "N", "C", "C", "C", "C", "C", "N", "C", "C", "N", "C", "C", "N", "C", "C", "C", "N", "C", "C", "H", "H", "H", "H", "H", "H", "H", "H", "H", "H", "H", "H", "C", "C", "C", "C", "C", "C", "C", "C", "S", "C", "N", "C", "C", "C", "C", "C", "C", "C", "C", "H", "H", "H", "H", "H", "H", "H", "H", "H", "H", "H", "H", "H", "H", "H", "H", "O", "Cl", "O", "O", "O"],
  "xyz": [[0.142, 0.062, -0.213], [1.532, 3.819, -1.870], [1.136, 2.509, -1.826], [0.411, 2.045, -0.778], [0.090, 2.928, 0.217], [0.551, 4.246, 0.127], [1.253, 4.693, -0.887], [-0.743, 2.406, 1.267], [-1.587, 3.128, 2.100], [-2.450, 2.462, 2.959], [-2.484, 1.050, 2.923], [-1.626, 0.365, 2.107], [-0.705, 1.048, 1.361], [-1.615, -1.077, 1.867], [-2.251, -2.031, 2.655], [-2.270, -3.314, 2.334], [-1.656, -3.682, 1.212], [-0.992, -2.771, 0.411], [-0.961, -1.481, 0.754], [-3.359, 3.217, 3.853], [-3.909, 4.434, 3.469], [-4.739, 5.100, 4.359], [-5.038, 4.645, 5.574], [-4.515, 3.473, 5.928], [-3.681, 2.724, 5.113], [2.082, 4.196, -2.723], [1.371, 1.808, -2.612], [0.332, 4.949, 0.923], [-1.599, 4.208, 2.057], [-3.234, 0.522, 3.497], [-2.755, -1.747, 3.570], [-1.704, -4.727, 0.937], [-0.501, -3.051, -0.511], [-3.736, 4.846, 2.483], [-5.189, 6.045, 4.078], [-4.774, 3.116, 6.918], [-3.279, 1.784, 5.468], [-0.218, 1.666, 5.663], [1.158, 1.225, 6.149], [1.927, 2.455, 6.666], [0.977, 0.207, 7.290], [1.969, 0.586, 5.042], [3.302, 0.107, 5.361], [4.141, -0.476, 4.438], [3.662, -0.598, 3.144], [4.450, -1.252, 1.773], [3.042, -0.883, 0.818], [2.030, -0.326, 1.489], [2.334, -0.140, 2.785], [1.507, 0.450, 3.764], [2.962, -1.123, -0.579], [4.051, -1.689, -1.271], [3.984, -1.871, -2.632], [2.831, -1.486, -3.310], [1.739, -0.932, -2.637], [1.770, -0.746, -1.260], [-0.751, 2.141, 6.487], [-0.816, 0.815, 5.327], [-0.156, 2.395, 4.851], [1.354, 2.923, 7.467], [2.073, 3.193, 5.875], [2.904, 2.196, 7.075], [0.399, 0.667, 8.091], [1.925, -0.115, 7.721], [0.440, -0.680, 6.947], [3.661, 0.216, 6.375], [5.128, -0.816, 4.716], [0.527, 0.794, 3.476], [4.946, -1.981, -0.733], [4.815, -2.301, -3.172], [2.776, -1.618, -4.383], [0.859, -0.665, -3.204], [-2.850, 0.230, -3.078], [-2.380, -0.397, -1.905], [-2.106, 0.630, -0.844], [-3.256, -1.386, -1.390], [-1.026, -0.983, -2.123]],
  "lowdin_spin": [2.44, 0.03, 0.06, 0.14, 0.06, 0.00, 0.05, 0.07, -0.01, 0.05, -0.01, 0.06, 0.13, 0.02, 0.01, 0.02, 0.02, 0.03, 0.11, 0.00, 0.01, 0.00, 0.01, 0.00, 0.01, 0.00, 0.00, 0.00, 0.00, 0.00, 0.00, 0.00, 0.00, 0.00, 0.00, 0.00, 0.00, 0.00, 0.01, 0.01, 0.01, 0.07, 0.20, 0.00, 0.17, 0.02, 0.09, 0.17, 0.14, 0.01, 0.08, 0.06, 0.03, 0.10, 0.06, 0.18, 0.00, 0.00, 0.00, 0.00, 0.00, 0.00, 0.00, 0.00, 0.00, 0.01, 0.00, 0.00, 0.00, 0.00, 0.00, 0.00, 0.02, 0.01, 0.15, 0.01, 0.12]
}